Entry from OMol25: C38H61BrN3ReS2Si as an isolated structure in a non-equilibrium geometry (ωB97M-V/def2-TZVPD).

Computed properties:
Relative energy (zero: lowest compared OMol25 entry of this formula, charge and spin), kJ/mol: 37.9
Max |F|, eV/A: 1.06
Gap between HOMO and LUMO (alpha / beta), eV: 8.16 / 7.02
Energy, Ha: -5386.25452
E_LUMO (alpha / beta), eV: -8.487 / -9.682
Net charge: +3
2S+1: 2

```
107
Properties=species:S:1:pos:R:3:forces:R:3
Re -0.198205 0.264761 0.772707 -0.42 -0.59 -0.33
C -0.719368 -0.536491 2.841387 -0.01 0.22 -0.01
C -1.666667 -0.984611 1.874025 0.14 0.11 0.07
C -2.353975 0.178627 1.375381 0.31 0.11 0.07
C -1.826263 1.320140 2.056468 0.22 -0.15 -0.11
C -0.812951 0.881253 2.945990 -0.85 -0.55 0.31
H -0.046398 -1.153988 3.416428 -0.01 -0.04 -0.03
H -1.881618 -2.009984 1.615101 0.02 0.00 0.02
H -3.164895 0.183283 0.663216 0.04 0.03 -0.03
H -2.130094 2.341257 1.888231 -0.02 0.02 0.06
H -0.315772 1.459646 3.711116 0.31 0.20 -0.39
C 4.307475 -4.792609 2.596278 0.01 -0.01 -0.01
C 4.659391 -3.930068 1.369284 0.00 0.00 0.02
C 4.777753 -4.825772 0.125466 0.00 0.01 -0.01
C 5.995336 -3.227808 1.611835 -0.01 0.00 0.00
C 3.526790 -2.943986 1.168392 0.01 0.04 0.00
C 2.249788 -3.379626 0.799212 0.01 -0.02 0.02
C 1.222614 -2.484265 0.644139 -0.08 0.00 0.01
N 1.374050 -1.156937 0.833263 0.00 0.04 0.02
C 2.598619 -0.712583 1.202498 -0.01 0.02 -0.02
C 3.667230 -1.570382 1.368011 0.02 -0.03 -0.02
C 2.679325 0.737048 1.439263 -0.06 0.01 0.00
C 3.845177 1.404453 1.766125 0.02 -0.06 0.02
C 3.839946 2.772264 2.024054 0.00 0.02 0.00
C 2.598711 3.413592 1.931572 -0.01 0.04 -0.02
C 1.477947 2.712358 1.573095 0.01 -0.04 0.01
N 1.500635 1.386775 1.325263 0.13 0.09 -0.09
C 5.088419 3.556723 2.375587 0.01 0.00 0.00
C 5.314664 4.600297 1.267064 0.00 0.01 0.01
C 4.863727 4.267883 3.720937 0.00 -0.01 0.00
C 6.321013 2.659773 2.482032 -0.01 0.00 -0.01
H 5.095455 -5.529204 2.752197 0.00 0.00 0.00
H 3.370106 -5.333072 2.457863 0.00 0.00 0.00
H 4.229526 -4.185489 3.499650 0.00 0.00 0.00
H 5.626364 -5.497382 0.250176 -0.01 0.00 0.00
H 4.948420 -4.235295 -0.776718 0.01 0.00 0.00
H 3.894625 -5.447407 -0.023636 0.00 0.01 -0.01
H 6.778822 -3.977485 1.710899 0.00 0.00 0.00
H 5.993092 -2.647258 2.536871 0.00 0.00 0.00
H 6.271650 -2.576340 0.779382 0.01 0.00 0.00
H 2.044693 -4.428230 0.635951 0.00 0.00 0.01
H 0.236542 -2.820975 0.360860 0.01 0.03 -0.01
H 4.622177 -1.168478 1.667507 0.00 -0.02 -0.01
H 4.769335 0.851941 1.828928 0.00 0.01 0.00
H 2.505760 4.472613 2.128518 -0.01 0.00 0.01
H 0.519427 3.199242 1.477579 -0.03 0.02 -0.04
H 4.475423 5.292935 1.181886 0.01 0.00 0.00
H 5.472399 4.121727 0.298472 0.00 0.00 0.00
H 6.202859 5.186223 1.502503 0.00 0.00 0.00
H 4.049745 4.992261 3.675983 0.00 -0.01 0.00
H 5.768256 4.811405 3.992116 0.00 0.00 0.00
H 4.650155 3.553709 4.517816 0.01 0.00 0.00
H 6.554700 2.167632 1.535155 0.00 0.00 0.00
H 6.209094 1.903416 3.262075 0.01 0.00 0.00
H 7.183595 3.269496 2.746648 0.00 0.00 0.00
C -1.061348 3.087665 -4.710596 0.01 -0.03 0.00
C -1.865574 3.891564 -3.682231 -0.04 0.06 0.02
C -2.393774 5.181667 -4.368296 0.01 -0.01 -0.02
C -3.076243 3.039372 -3.268414 0.04 -0.01 -0.06
Si -0.819809 4.558226 -2.251890 -0.01 -0.10 0.05
Br -0.566051 2.051580 -1.014491 0.00 0.33 -0.07
C -1.676449 5.580569 -0.910387 0.01 0.05 -0.03
C -3.176201 5.296648 -0.765235 0.00 -0.03 0.01
C -1.044023 5.409137 0.476541 0.04 0.00 0.02
C -1.504940 7.054857 -1.361431 -0.01 -0.01 -0.03
C 1.011719 4.899856 -2.588000 -0.03 0.07 -0.10
C 0.976717 5.935838 -3.744510 0.01 0.00 -0.01
C 1.764988 5.525852 -1.410935 0.03 0.02 0.00
C 1.821715 3.677869 -3.044673 -0.01 -0.04 0.01
H -1.730665 2.822866 -5.533076 0.00 -0.01 0.01
H -0.674520 2.158906 -4.281683 0.01 0.01 0.00
H -0.232847 3.647372 -5.141619 -0.02 -0.02 -0.01
H -2.992692 4.881851 -5.232138 0.01 -0.01 0.01
H -1.597907 5.828258 -4.740898 -0.03 0.00 0.01
H -3.043596 5.768631 -3.720179 -0.02 0.00 0.01
H -3.611650 2.760893 -4.179852 -0.01 0.01 0.01
H -3.779868 3.570048 -2.636717 -0.03 0.03 0.07
H -2.781521 2.117794 -2.766960 0.01 -0.01 0.00
H -3.371838 4.269374 -0.451323 0.00 -0.02 -0.01
H -3.737475 5.493500 -1.675597 -0.02 0.01 -0.03
H -3.576314 5.961056 0.004955 0.00 -0.01 0.00
H -1.240352 4.407134 0.864848 0.00 -0.03 0.02
H -1.509144 6.123864 1.160154 0.01 -0.01 0.00
H 0.029146 5.590383 0.490057 -0.01 -0.01 0.01
H -1.945682 7.248015 -2.341209 0.01 0.01 0.00
H -0.465341 7.379127 -1.381412 -0.02 0.00 0.00
H -2.029804 7.692791 -0.645880 0.00 -0.02 0.01
H 0.416820 6.839004 -3.492717 0.00 -0.01 -0.01
H 0.571084 5.522681 -4.667297 0.03 0.02 0.02
H 2.003401 6.246207 -3.955078 0.00 -0.01 0.03
H 1.323344 6.455084 -1.055358 0.02 -0.02 0.00
H 2.780680 5.759458 -1.742595 -0.01 -0.01 0.01
H 1.845871 4.828174 -0.577314 0.01 -0.04 0.08
H 1.358039 3.125184 -3.858249 0.01 0.00 0.02
H 1.997156 2.988794 -2.216013 -0.01 0.00 0.00
H 2.794538 4.030952 -3.397573 0.00 -0.01 0.01
S -1.171175 -1.159715 -1.126694 0.17 0.39 0.39
C -0.142230 -1.170257 -2.482373 0.03 0.01 0.10
N -0.471363 -1.834051 -3.566771 0.02 -0.06 -0.05
C 0.413713 -1.707164 -4.731269 0.01 -0.01 0.01
C 1.764125 -1.258872 -4.176187 0.00 0.01 -0.02
S 1.388015 -0.385345 -2.614734 0.00 0.00 -0.01
H -1.361735 -2.310583 -3.634962 0.01 -0.01 0.01
H -0.007127 -0.978291 -5.425101 -0.01 0.02 0.02
H 0.491100 -2.667932 -5.235283 0.00 0.01 -0.02
H 2.271504 -0.569350 -4.845280 0.01 -0.02 -0.01
H 2.421460 -2.096444 -3.955271 -0.01 -0.01 0.02
```
Forces are in eV/Å.

Löwdin population analysis, charges in e, atoms 1 to 99: 1.1015, -0.1217, -0.2064, -0.2065, -0.1391, -0.1038, 0.1421, 0.1283, 0.1306, 0.1193, 0.1463, -0.0161, -0.5526, -0.0253, -0.0471, -0.1049, 0.0409, -0.1052, -0.0754, -0.1701, 0.0891, -0.1583, 0.0898, -0.1036, 0.0303, -0.1174, -0.0850, -0.5512, -0.0210, -0.0200, -0.0468, 0.1047, 0.0890, 0.0976, 0.1025, 0.0960, 0.0840, 0.1025, 0.0922, 0.0970, 0.1329, 0.0820, 0.1115, 0.1118, 0.1302, 0.0761, 0.0811, 0.0959, 0.1037, 0.0850, 0.1034, 0.0998, 0.0939, 0.0971, 0.1027, -0.0879, -0.6211, -0.0596, -0.0939, 0.8789, 0.4518, -0.6137, -0.0796, -0.0938, -0.0598, -0.6114, -0.0628, -0.0840, -0.1029, 0.1018, 0.0654, 0.0712, 0.1097, 0.0790, 0.0739, 0.1011, 0.0660, 0.0374, 0.0806, 0.0758, 0.1035, 0.0359, 0.1059, 0.0600, 0.0842, 0.0708, 0.1083, 0.0845, 0.0713, 0.1077, 0.0741, 0.1028, 0.0587, 0.0566, 0.0448, 0.1018, 0.6982, -1.0218, -0.0260

=====

Entry from OMol25: a 5-piece molecular cluster, C38H62ClN3O12S2 overall in a non-equilibrium geometry (ωB97M-V/def2-TZVPD).

Computed properties:
SMILES: C=CC(=O)OCCCCCC[C@@H]1C(=O)O[C@@](CCCCS(=O)(=O)Cl)(CCSc2nnco2)[C@H]1N=C=O.C1CCOC1.C1CCOC1.C1CCOC1.C1CCOC1
Max |F|, eV/A: 10.94
Gap between HOMO and LUMO, eV: 7.74
Energy, Ha: -3808.05232
E_LUMO, eV: -0.493
Net charge: 0

```
118
Properties=species:S:1:pos:R:3:forces:R:3
C -1.691623 -2.489210 1.411834 3.63 2.11 0.34
C -0.388977 -1.913188 1.937652 -3.71 -0.75 -1.39
C 0.315926 -0.769304 1.000553 3.34 -2.60 -5.89
O 0.806837 -1.177030 -0.203017 -3.25 2.93 7.45
O 0.503007 0.651191 1.324015 -1.78 -4.13 0.95
C -0.213125 1.055164 2.542424 -1.29 1.77 0.97
C -0.426392 2.708916 2.410765 0.31 -0.37 0.24
C 0.716925 3.577650 3.201567 -0.04 0.13 0.06
C 2.266088 3.110889 2.908986 0.85 -0.54 0.89
C 3.311429 4.327195 2.594260 -0.18 0.69 1.01
C 3.184840 5.022451 1.124242 0.99 -0.48 0.27
C 2.414442 4.148521 -0.024544 0.95 -0.79 -1.73
C 3.186625 2.841413 -0.684729 1.57 -4.93 0.84
O 3.376072 1.601056 -0.231047 -1.23 8.38 -2.78
O 3.691334 3.150553 -2.030225 -1.17 0.06 1.44
C 3.485325 4.524294 -2.541596 0.60 0.43 0.55
C 4.992584 5.252693 -2.570261 0.06 0.83 0.73
C 6.097640 4.509075 -1.621767 0.70 0.79 0.43
C 6.950306 3.304854 -2.310221 0.96 -0.09 0.23
C 6.487365 2.837371 -3.801885 -0.04 0.60 0.68
S 6.943788 1.002750 -4.082433 1.65 -1.26 -6.84
O 6.190605 0.608960 -5.411419 2.35 1.50 5.30
O 8.473635 0.796950 -4.218309 -5.27 0.88 1.66
Cl 6.041739 -0.124842 -2.563913 0.72 0.97 -0.65
C 3.043364 4.706946 -4.106868 -0.93 -1.02 -0.01
C 1.626722 4.016991 -4.536132 -1.21 1.56 -1.61
S 1.552170 2.152754 -4.373747 -2.00 -0.24 0.62
C -0.304110 1.769039 -4.622845 -1.04 1.35 -3.55
N -0.803683 2.099871 -6.014569 -1.38 -2.68 7.45
N -2.171550 1.788412 -5.951694 0.26 -1.85 6.08
C -2.515305 1.261184 -4.544582 3.10 2.04 -3.89
O -1.295676 1.248376 -3.670390 -0.70 1.89 -5.99
C 2.476276 5.122824 -1.345350 2.48 2.56 1.13
N 1.267352 5.904675 -1.797061 -6.59 -4.33 2.44
C 0.079555 5.332919 -1.442485 -2.28 -2.44 -2.21
O -1.109493 4.683761 -1.369892 9.42 5.55 -0.26
H -1.733843 -2.629631 0.231924 -0.40 1.14 2.65
H -2.623313 -2.725205 2.080406 2.57 -0.28 -1.50
H 0.031014 -2.354206 2.941680 -1.04 1.94 -1.67
H 0.378385 0.783381 3.537309 -1.10 0.55 -2.21
H -1.324615 0.624979 2.612754 2.66 0.52 -0.38
H -1.478717 2.950124 2.866851 2.02 -0.34 -0.89
H -0.452361 3.001757 1.261897 0.02 -0.77 2.37
H 0.516782 3.509207 4.375015 0.42 0.11 -2.57
H 0.601468 4.705443 2.907249 0.12 -2.00 0.52
H 2.644846 2.597995 3.918508 -0.75 1.02 -2.32
H 2.382689 2.297292 2.076825 -0.49 1.48 1.46
H 3.089279 5.178172 3.400901 0.52 -1.73 -1.70
H 4.444812 4.016601 2.797519 -2.59 0.37 -0.58
H 4.300944 5.206740 0.742299 -2.51 -0.28 0.69
H 2.679845 6.081892 1.210564 0.76 -2.22 -0.34
H 1.408987 3.666964 0.320909 1.58 1.35 -0.75
H 4.922626 6.376780 -2.173619 -0.13 -2.42 -0.84
H 5.353111 5.374399 -3.702359 -0.64 -0.53 2.59
H 6.886987 5.349929 -1.312309 -1.73 -1.81 -0.70
H 5.658873 4.121312 -0.584527 0.66 0.86 -2.46
H 6.953900 2.396236 -1.563804 -0.11 1.68 -1.66
H 8.085123 3.664489 -2.400409 -2.52 -0.91 0.16
H 5.342348 2.901981 -4.029575 2.21 -0.43 0.67
H 7.071691 3.436554 -4.630155 -1.05 -1.60 1.54
H 3.866829 4.278650 -4.856794 -1.67 0.88 1.89
H 2.971861 5.870486 -4.306628 0.05 -2.41 0.50
H 1.482482 4.251415 -5.698630 0.30 -0.46 2.55
H 0.672246 4.447549 -4.011821 2.11 -0.65 -0.79
H -3.588993 0.949899 -4.198955 2.68 0.56 -0.45
H 3.171322 6.006701 -0.938060 -1.61 -1.82 -0.93
C -2.800369 -6.574226 4.198412 -0.60 -0.28 0.00
C -1.402002 -6.887188 3.732196 0.53 -0.28 0.22
C -1.145611 -5.779569 2.733654 0.11 0.21 -0.41
O -1.897961 -4.640419 3.173465 -0.04 -0.60 0.43
C -2.800501 -5.061211 4.205736 0.05 0.40 0.14
H -3.045767 -7.005218 5.172325 0.00 0.07 -0.11
H -3.527423 -6.944535 3.465882 0.04 0.03 0.11
H -0.703124 -6.801672 4.572632 -0.04 -0.05 -0.11
H -1.295664 -7.885042 3.299187 0.01 0.13 0.03
H -1.505337 -6.052692 1.735974 0.09 -0.05 -0.03
H -0.086363 -5.516106 2.662635 -0.15 0.09 -0.04
H -2.425385 -4.669268 5.157420 -0.10 -0.02 0.06
H -3.792933 -4.640509 4.021944 0.12 0.07 -0.05
C -5.348758 -3.285013 -1.564235 0.27 0.24 -0.49
C -6.030860 -4.334307 -0.724919 -0.57 -0.21 0.09
C -5.086128 -4.463642 0.449983 0.30 -0.11 0.26
O -4.469751 -3.181351 0.631458 -0.31 -0.17 -0.21
C -4.765835 -2.367447 -0.511839 0.00 0.29 0.23
H -6.020862 -2.769101 -2.254592 0.19 -0.14 0.13
H -4.542162 -3.743685 -2.148496 -0.13 0.10 -0.01
H -7.003393 -3.961038 -0.382972 0.07 -0.09 -0.03
H -6.192404 -5.279911 -1.248609 0.01 0.11 0.06
H -4.292566 -5.189696 0.243899 -0.03 -0.10 0.01
H -5.599077 -4.759044 1.369811 0.12 0.09 0.01
H -5.491780 -1.607833 -0.201963 0.02 0.07 -0.08
H -3.856689 -1.863454 -0.851155 -0.01 -0.03 0.15
C -6.778282 -5.922907 -5.779339 -0.20 -0.64 0.04
C -7.265448 -4.614495 -6.346314 0.06 0.36 -0.56
C -7.456188 -3.779953 -5.098598 -0.21 0.21 0.33
O -6.493675 -4.239267 -4.139576 -0.16 -0.23 -0.42
C -5.924000 -5.465885 -4.617186 0.39 0.13 0.22
H -6.227980 -6.535579 -6.497867 -0.05 0.06 0.11
H -7.629498 -6.507419 -5.410402 0.12 0.01 -0.05
H -6.486203 -4.170691 -6.977103 -0.12 -0.02 0.04
H -8.177112 -4.705541 -6.942212 0.10 0.04 0.08
H -8.452712 -3.928648 -4.669420 -0.05 0.06 -0.07
H -7.311447 -2.711493 -5.282736 0.03 -0.09 0.12
H -4.898064 -5.254898 -4.938079 0.02 -0.11 0.00
H -5.892241 -6.198281 -3.805844 0.00 0.14 0.02
C 2.636156 -0.625585 7.517530 0.40 -0.52 0.05
C 2.525189 0.775566 8.060848 -0.29 0.32 0.50
C 2.705163 1.613989 6.814134 0.19 0.28 -0.31
O 2.188493 0.846377 5.718253 0.03 -0.10 0.32
C 1.962660 -0.496460 6.168828 -0.32 -0.07 -0.34
H 2.171976 -1.382265 8.155067 0.05 0.07 -0.10
H 3.692073 -0.889458 7.384309 -0.13 -0.02 0.02
H 1.522901 0.933915 8.476087 0.12 0.02 -0.01
H 3.257798 1.005025 8.838761 -0.09 0.00 -0.11
H 3.764405 1.808816 6.615616 0.01 0.07 0.07
H 2.179391 2.571344 6.873272 0.02 -0.08 -0.12
H 0.880209 -0.643673 6.250448 0.00 -0.11 0.01
H 2.356524 -1.203371 5.433411 -0.04 0.15 -0.03
```
Forces are in eV/Å.

Löwdin population analysis, charges in e, atoms 1 to 99: 0.0379, -0.0529, -0.2510, -0.0542, -0.1007, -0.1799, -0.1575, -0.1973, -0.1985, -0.1996, -0.1549, -0.0994, -0.1849, 0.0117, -0.0860, -0.3009, -0.1226, -0.1843, -0.2186, -0.2489, 0.4948, -0.4497, -0.4096, 0.3618, -0.1636, -0.4758, 0.8558, -0.4480, -0.0164, -0.0427, -0.0275, -0.0711, -0.2001, 0.1035, -0.0567, 0.0015, 0.0994, 0.0775, 0.1087, 0.1381, 0.1348, 0.1118, 0.1089, 0.1184, 0.1064, 0.1083, 0.1026, 0.1178, 0.1224, 0.1170, 0.1321, 0.1396, 0.1299, 0.1230, 0.1245, 0.1133, 0.1011, 0.1316, 0.0914, 0.1348, 0.1277, 0.1487, 0.1006, 0.0782, 0.1330, 0.1288, -0.1807, -0.1798, -0.1996, -0.1907, -0.1991, 0.1156, 0.1159, 0.1174, 0.1168, 0.1190, 0.1202, 0.1185, 0.1176, -0.1872, -0.1743, -0.2011, -0.1809, -0.2008, 0.1070, 0.1202, 0.1207, 0.1099, 0.1178, 0.1162, 0.1190, 0.1105, -0.1806, -0.1809, -0.1999, -0.1660, -0.2036, 0.1172, 0.1181